[1]
Density functional theory data (ωB97M-V with the def2-TZVPD basis set) for a structure of composition C38H33N4P2PtS3Se.

Last column: Mulliken charge in e.
Geometry (Å):
1 Pt -1.93 0.26 0.59  1.732
2 S -0.88 0.44 -1.88  -0.461
3 P 0.65 -0.21 -0.73  0.405
4 C -0.07 -0.55 0.76  -0.687
5 P 0.12 -0.40 2.42  0.847
6 S -1.76 -0.43 3.13  -0.636
7 C 0.94 1.14 2.93  0.480
8 C 0.16 2.28 3.15  -0.591
9 C 0.76 3.49 3.46  -0.705
10 C 2.14 3.59 3.55  -0.551
11 C 2.92 2.47 3.32  -0.707
12 C 2.32 1.25 3.02  -0.050
13 C 1.25 -1.63 3.15  0.246
14 C 2.37 -2.06 2.43  -0.251
15 C 3.26 -2.97 2.99  -1.067
16 C 3.04 -3.46 4.27  -0.538
17 C 1.93 -3.03 4.99  -0.611
18 C 1.04 -2.12 4.43  -0.683
19 C 1.56 -1.62 -1.46  0.431
20 C 2.29 -1.45 -2.64  -0.766
21 C 3.05 -2.49 -3.16  -0.703
22 C 3.06 -3.73 -2.52  -0.530
23 C 2.29 -3.92 -1.39  -1.136
24 C 1.53 -2.87 -0.86  -0.046
25 C 1.99 1.04 -0.66  0.362
26 C 3.34 0.69 -0.58  -0.303
27 C 4.31 1.66 -0.39  -0.732
28 C 3.95 2.99 -0.26  -0.571
29 C 2.61 3.35 -0.31  -0.587
30 C 1.64 2.38 -0.52  -0.451
31 H -0.92 2.18 3.10  0.400
32 H 0.14 4.36 3.65  0.440
33 H 2.61 4.54 3.80  0.380
34 H 4.00 2.53 3.38  0.418
35 H 2.94 0.38 2.84  0.317
36 H 2.55 -1.67 1.45  0.782
37 H 4.12 -3.29 2.42  0.454
38 H 3.73 -4.17 4.70  0.375
39 H 1.75 -3.41 5.99  0.397
40 H 0.16 -1.80 4.98  0.373
41 H 2.30 -0.48 -3.13  0.488
42 H 3.64 -2.33 -4.05  0.411
43 H 3.65 -4.54 -2.92  0.359
44 H 2.25 -4.89 -0.91  0.493
45 H 0.91 -3.03 0.01  0.836
46 H 3.63 -0.35 -0.67  0.325
47 H 5.36 1.38 -0.34  0.394
48 H 4.71 3.75 -0.10  0.378
49 H 2.32 4.39 -0.20  0.422
50 H 0.58 2.66 -0.58  0.349
51 C -0.77 -4.34 -3.32  -1.107
52 N -1.79 -3.46 -2.76  0.285
53 C -2.23 -3.47 -1.46  -0.467
54 Se -1.78 -4.68 -0.17  -0.324
55 N -3.13 -2.45 -1.37  0.260
56 C -3.26 -1.78 -2.58  -0.018
57 C -4.01 -0.70 -2.98  -0.646
58 C -3.88 -0.28 -4.30  -0.632
59 C -3.01 -0.92 -5.18  -0.665
60 C -2.25 -2.02 -4.77  -0.631
61 C -2.40 -2.43 -3.46  1.019
62 H -0.54 -5.10 -2.58  0.295
63 H 0.13 -3.77 -3.54  0.289
64 H -1.15 -4.81 -4.23  0.399
65 H -3.49 -2.14 -0.47  0.372
66 H -4.65 -0.17 -2.28  0.342
67 H -4.45 0.57 -4.64  0.404
68 H -2.92 -0.57 -6.20  0.377
69 H -1.57 -2.51 -5.44  0.426
70 C -5.56 5.59 0.39  -1.227
71 C -4.51 4.53 0.49  0.995
72 C -3.18 4.84 0.72  -1.218
73 C -2.30 3.78 0.81  0.077
74 N -2.70 2.52 0.68  -0.246
75 C -4.02 2.30 0.45  0.396
76 S -4.37 0.61 0.30  -0.749
77 N -4.93 3.27 0.36  -0.662
78 H -5.15 6.59 0.48  0.330
79 H -6.31 5.44 1.17  0.287
80 H -6.07 5.50 -0.58  0.297
81 H -2.84 5.86 0.82  0.301
82 H -1.24 3.92 0.97  0.504

The highest occupied orbital energy (alpha / beta) comes out at -3.405 / -3.404 eV. As for the charge: -1. The frontier orbital gap (alpha / beta) comes out at 5.85 / 5.85 eV.

***

[2]
Density functional theory data (ωB97M-V with the def2-TZVPD basis set) for a cluster of 18 separate species, C55H143N5O31 in total.

Last column: Mulliken charge in e.
Geometry (Å):
1 C 0.95 4.24 -3.63  -0.470
2 C 0.17 5.49 -3.10  -0.619
3 O 0.87 5.92 -1.97  -0.077
4 C 0.36 6.82 -1.17  0.484
5 O -0.74 7.28 -1.25  -0.605
6 O 1.34 7.28 -0.41  -0.051
7 C 1.27 8.52 0.26  -0.806
8 H 0.92 3.41 -2.93  -0.140
9 H 1.99 4.40 -3.95  0.285
10 H 0.51 3.90 -4.56  0.455
11 H -0.84 5.22 -2.77  0.332
12 H 0.06 6.14 -3.97  0.299
13 H 2.04 8.48 1.03  0.247
14 H 0.30 8.71 0.73  0.344
15 H 1.32 9.36 -0.43  0.271
16 C 2.85 -2.80 3.30  -1.340
17 C 3.25 -1.44 2.80  0.144
18 O 3.57 -1.45 1.34  0.298
19 C 4.75 -1.82 0.85  0.086
20 O 5.62 -2.34 1.54  -0.601
21 O 4.65 -1.81 -0.54  0.332
22 C 5.59 -2.50 -1.35  -1.101
23 H 3.76 -3.30 3.64  0.480
24 H 2.38 -3.39 2.51  0.175
25 H 2.28 -2.77 4.23  0.276
26 H 4.11 -1.07 3.36  0.330
27 H 2.40 -0.82 3.08  -0.021
28 H 5.36 -3.55 -1.14  0.379
29 H 6.56 -2.25 -0.93  0.424
30 H 5.64 -2.08 -2.35  0.194
31 C -6.21 -5.79 2.55  -0.509
32 C -7.61 -6.12 1.86  -0.475
33 O -7.57 -6.47 0.41  -0.348
34 C -7.38 -5.40 -0.50  0.600
35 O -7.58 -5.49 -1.73  -0.604
36 O -6.90 -4.25 0.05  -0.140
37 C -6.82 -2.96 -0.62  -0.793
38 H -6.20 -5.78 3.64  0.353
39 H -5.75 -4.86 2.21  0.026
40 H -5.53 -6.60 2.32  0.271
41 H -8.30 -5.31 2.08  0.303
42 H -8.04 -7.06 2.21  0.343
43 H -6.59 -2.08 -0.01  0.303
44 H -7.73 -2.72 -1.17  0.413
45 H -5.99 -2.96 -1.32  0.301
46 C -4.42 -4.86 5.66  -0.701
47 C -3.23 -5.02 6.59  -0.312
48 O -1.99 -5.38 5.89  -0.450
49 C -1.20 -4.67 5.07  0.549
50 O -0.36 -5.16 4.43  -0.492
51 O -1.50 -3.35 5.16  -0.207
52 C -0.67 -2.47 4.46  -0.328
53 H -5.26 -4.65 6.32  0.415
54 H -4.65 -5.74 5.05  0.247
55 H -4.14 -4.15 4.87  0.051
56 H -3.41 -5.65 7.46  0.366
57 H -2.97 -4.01 6.93  0.256
58 H 0.31 -2.66 4.89  0.394
59 H -1.06 -1.45 4.40  0.106
60 H -0.70 -2.82 3.43  0.088
61 C -0.93 1.71 -5.25  -0.197
62 O 0.36 1.30 -5.81  -0.488
63 C 1.09 0.40 -4.95  -0.164
64 C 0.61 -1.05 -5.02  -0.117
65 N 1.60 -1.82 -4.29  -0.327
66 C 1.24 -3.22 -4.31  0.010
67 C 2.19 -3.94 -3.47  -1.499
68 O 1.66 -3.89 -2.11  0.065
69 C 2.45 -4.49 -1.13  -0.483
70 H -1.41 2.57 -5.72  0.376
71 H -0.91 1.94 -4.18  0.084
72 H -1.62 0.89 -5.43  0.045
73 H 1.33 0.75 -3.94  0.114
74 H 1.98 0.37 -5.57  0.314
75 H 0.47 -1.40 -6.04  0.284
76 H -0.26 -1.21 -4.39  -0.210
77 H 1.66 -1.54 -3.32  0.207
78 H 1.20 -3.57 -5.34  0.395
79 H 0.22 -3.35 -3.94  0.136
80 H 3.19 -3.49 -3.45  0.418
81 H 2.38 -4.97 -3.75  0.644
82 H 2.24 -4.13 -0.12  -0.100
83 H 3.52 -4.39 -1.33  0.241
84 H 2.15 -5.53 -0.99  0.352
85 C 2.85 3.80 1.13  -1.163
86 O 1.72 3.06 1.59  0.004
87 C 1.43 2.07 0.66  -0.124
88 C 0.43 0.95 1.22  -0.081
89 N -0.13 0.07 0.20  1.129
90 C -0.71 -1.20 0.68  0.142
91 C -1.41 -2.04 -0.32  -0.414
92 O -2.45 -1.24 -0.96  0.445
93 C -2.85 -1.44 -2.37  -0.387
94 H 2.88 4.05 0.07  0.433
95 H 3.76 3.39 1.55  0.395
96 H 2.90 4.78 1.61  0.405
97 H 2.24 1.44 0.29  -0.143
98 H 0.98 2.52 -0.23  0.110
99 H -0.39 1.47 1.72  -0.036
100 H 1.04 0.48 1.99  -0.764
101 H 0.54 -0.06 -0.55  -0.011
102 H -1.40 -0.90 1.47  -0.453
103 H 0.02 -1.82 1.19  0.124
104 H -1.95 -2.81 0.22  0.152
105 H -0.69 -2.37 -1.07  0.194
106 H -2.31 -0.72 -2.99  0.031
107 H -3.91 -1.20 -2.44  0.021
108 H -2.77 -2.43 -2.82  0.259
109 C -2.54 1.42 4.28  -0.346
110 O -2.21 0.51 5.29  0.183
111 C -2.55 0.95 6.58  -0.992
112 C -1.90 2.17 7.24  -0.527
113 N -0.51 1.99 7.80  -0.467
114 C 0.46 1.42 6.81  0.427
115 C 1.90 1.52 7.27  -0.975
116 O 2.71 0.82 6.38  -0.064
117 C 4.05 0.59 6.76  -0.852
118 H -2.31 1.18 3.25  -0.213
119 H -2.08 2.38 4.55  0.122
120 H -3.59 1.69 4.25  0.352
121 H -2.38 0.11 7.26  0.346
122 H -3.61 1.13 6.70  0.468
123 H -2.56 2.50 8.05  0.417
124 H -1.95 2.92 6.45  0.304
125 H -0.19 2.89 8.12  0.282
126 H 0.38 2.02 5.91  0.016
127 H 0.25 0.37 6.64  0.012
128 H 1.98 1.12 8.28  0.400
129 H 2.26 2.55 7.28  0.295
130 H 4.61 1.49 7.02  0.325
131 H 4.61 0.11 5.96  0.172
132 H 4.10 -0.16 7.56  0.356
133 C -0.44 -5.92 -6.72  -0.162
134 O -0.48 -7.37 -6.46  -0.380
135 C -1.32 -7.71 -5.40  -0.520
136 C -0.62 -7.78 -4.01  -0.874
137 N -0.35 -6.56 -3.21  -0.192
138 C -1.42 -5.61 -2.99  0.564
139 C -2.48 -6.16 -1.98  -0.961
140 O -2.24 -5.71 -0.57  -0.319
141 C -3.49 -5.89 0.15  -0.933
142 H 0.36 -5.78 -7.45  0.340
143 H -0.16 -5.29 -5.88  -0.261
144 H -1.39 -5.46 -6.98  0.346
145 H -1.71 -8.72 -5.50  0.424
146 H -2.25 -7.18 -5.22  0.308
147 H 0.24 -8.45 -4.02  0.452
148 H -1.23 -8.37 -3.33  0.443
149 H 0.41 -6.08 -3.68  0.007
150 H -1.76 -5.16 -3.92  0.445
151 H -1.02 -4.77 -2.43  -0.550
152 H -2.49 -7.25 -1.90  0.293
153 H -3.46 -5.89 -2.38  0.473
154 H -3.22 -5.76 1.20  0.310
155 H -3.92 -6.89 0.08  0.495
156 H -4.30 -5.25 -0.20  0.265
157 C 5.33 1.38 0.01  -0.514
158 O 5.79 2.67 -0.17  0.272
159 C 7.19 2.76 -0.07  -0.963
160 C 7.74 4.20 -0.31  -0.768
161 N 7.42 5.18 0.69  -0.380
162 C 7.80 6.51 0.22  -0.330
163 C 7.36 7.72 1.07  -0.863
164 O 5.93 7.97 1.12  -0.291
165 C 5.42 8.99 0.24  -0.633
166 H 5.41 0.68 -0.82  0.233
167 H 4.29 1.67 0.15  -0.680
168 H 5.74 0.88 0.89  0.760
169 H 7.68 2.21 -0.87  0.443
170 H 7.54 2.31 0.86  0.403
171 H 7.24 4.55 -1.21  0.357
172 H 8.83 4.23 -0.41  0.434
173 H 6.42 5.31 0.61  0.175
174 H 7.45 6.75 -0.78  0.219
175 H 8.88 6.50 0.07  0.548
176 H 7.89 8.61 0.72  0.439
177 H 7.65 7.54 2.11  0.348
178 H 4.34 9.05 0.14  0.043
179 H 5.80 8.89 -0.77  0.334
180 H 5.86 9.90 0.65  0.396
181 C 4.82 6.18 -1.85  1.117
182 O 5.03 5.85 -3.18  -0.714
183 H 5.04 7.24 -2.01  0.159
184 H 3.80 5.94 -1.54  -0.167
185 H 5.48 5.60 -1.21  -0.877
186 H 4.90 4.90 -3.25  0.341
187 C 2.60 4.64 4.68  -0.404
188 O 1.23 4.62 5.05  -0.573
189 H 2.79 3.75 4.09  -0.001
190 H 2.94 5.52 4.12  0.277
191 H 3.16 4.62 5.62  0.368
192 H 0.66 4.62 4.29  0.398
193 C -4.35 -1.27 2.38  -0.610
194 O -4.21 -0.31 1.37  -0.593
195 H -5.27 -1.22 2.97  0.455
196 H -4.27 -2.20 1.80  0.300
197 H -3.44 -1.24 2.97  -0.036
198 H -3.58 -0.74 0.80  0.057
199 C -3.01 2.43 -1.10  -0.507
200 O -1.68 2.12 -1.42  -0.112
201 H -3.24 1.85 -0.20  0.030
202 H -2.98 3.43 -0.67  0.326
203 H -3.81 2.19 -1.79  0.140
204 H -1.65 1.16 -1.48  -0.069
205 C -6.99 -2.29 -4.87  -0.795
206 O -5.58 -2.46 -4.73  -0.309
207 H -7.58 -2.97 -4.25  0.241
208 H -7.47 -1.31 -4.73  0.307
209 H -7.16 -2.44 -5.93  0.354
210 H -5.11 -1.67 -5.01  0.367
211 C -1.19 4.83 1.41  -0.292
212 O -0.39 4.30 2.47  -0.508
213 H -0.99 4.25 0.51  -0.240
214 H -2.25 4.64 1.57  0.392
215 H -0.88 5.84 1.12  0.222
216 H 0.25 3.77 2.00  0.431
217 C 4.34 2.26 -3.39  -0.532
218 O 4.05 3.23 -2.46  0.270
219 H 3.54 2.31 -4.13  0.211
220 H 5.29 2.38 -3.91  0.311
221 H 4.41 1.27 -2.95  0.056
222 H 4.56 3.12 -1.65  -0.008
223 C -4.08 -0.65 -6.95  -0.772
224 O -3.92 -0.45 -5.47  -0.638
225 H -4.07 -1.72 -7.14  0.285
226 H -5.01 -0.26 -7.38  0.323
227 H -3.19 -0.28 -7.46  0.329
228 H -3.87 0.50 -5.35  0.241
229 C -6.61 0.70 -1.63  0.044
230 O -6.84 1.63 -2.69  -0.550
231 H -6.65 -0.28 -2.12  0.038
232 H -5.58 0.79 -1.30  -0.153
233 H -7.21 0.71 -0.72  0.346
234 H -5.99 1.73 -3.12  0.299

The highest occupied orbital energy comes out at -8.585 eV. As for the charge: 0. The frontier orbital gap comes out at 8.72 eV.

***

[3]
Density functional theory data (ωB97M-V with the def2-TZVPD basis set) for a cluster of 9 separate species, C45H57N9O16 in total.

Last column: Mulliken charge in e.
Geometry (Å):
1 C -0.50 31.44 35.97  -1.495
2 C -1.50 30.97 37.02  1.326
3 C -0.88 30.45 38.32  -0.139
4 C -1.90 30.22 39.44  -1.389
5 C -2.46 31.63 39.72  -0.637
6 C -3.12 32.46 38.63  1.544
7 N -2.47 32.12 37.23  0.939
8 O -2.63 33.00 36.34  -0.334
9 C -2.82 34.04 38.91  -1.797
10 C -4.58 31.97 38.42  -1.795
11 C -2.38 29.96 36.28  -1.681
12 H 0.24 30.61 35.69  0.359
13 H 0.16 32.22 36.19  0.128
14 H -1.08 31.72 34.95  0.360
15 H -0.23 31.27 38.62  -0.029
16 H -0.16 29.52 38.25  0.229
17 H -1.51 29.80 40.34  0.428
18 H -2.67 29.56 39.22  0.567
19 H -1.47 32.15 40.10  -0.089
20 H -3.12 31.38 40.55  0.658
21 H -3.28 34.63 38.07  0.436
22 H -1.92 34.28 38.74  0.522
23 H -3.44 34.35 39.79  0.370
24 H -5.00 32.56 37.63  0.476
25 H -5.04 32.23 39.39  0.438
26 H -4.73 30.97 38.25  0.390
27 H -3.09 30.15 35.59  0.467
28 H -2.97 29.63 37.16  0.386
29 H -1.88 29.00 35.96  0.363
30 N 1.78 33.92 39.52  0.015
31 O 3.01 34.13 39.54  0.041
32 O 1.36 33.04 40.33  -0.654
33 O 1.28 33.99 38.36  -0.303
34 C 1.15 39.01 38.43  -0.951
35 C 1.90 37.69 38.02  -1.525
36 C 2.98 37.84 36.99  0.660
37 C 3.23 39.20 36.28  -0.499
38 C 2.21 40.37 36.45  -0.401
39 C 1.26 40.24 37.62  -0.418
40 N 4.30 39.37 35.22  0.957
41 O 4.31 40.50 34.64  -0.619
42 O 5.23 38.63 35.30  -0.516
43 H 0.36 38.97 38.99  0.657
44 H 1.80 36.88 38.30  1.214
45 H 3.58 36.99 36.62  0.767
46 H 2.24 41.22 35.69  0.374
47 H 0.57 41.16 38.04  0.229
48 C 6.59 34.46 41.53  -1.101
49 C 5.34 35.05 42.13  0.166
50 C 5.50 36.06 43.34  -0.858
51 C 6.89 36.64 43.66  0.434
52 C 8.11 35.99 43.11  -0.572
53 C 7.85 34.86 41.94  -0.787
54 N 7.03 37.74 44.64  0.973
55 O 7.85 38.52 44.42  -0.555
56 O 6.21 37.69 45.52  -0.587
57 H 6.70 33.83 40.84  1.171
58 H 4.35 34.78 41.54  0.088
59 H 4.59 36.37 43.67  0.630
60 H 9.15 36.21 43.57  0.329
61 H 8.71 34.37 41.77  0.601
62 C 6.12 37.08 38.99  -1.893
63 C 7.52 37.79 38.95  -0.787
64 C 8.56 37.07 38.02  -0.772
65 C 8.04 35.94 37.14  -0.146
66 C 6.66 35.36 37.46  -0.055
67 C 5.68 35.95 38.44  0.280
68 N 8.96 35.29 36.19  0.880
69 O 8.66 34.10 35.80  -0.534
70 O 10.08 35.76 36.05  -0.571
71 H 5.59 37.46 39.62  1.268
72 H 7.84 38.60 39.62  0.443
73 H 9.51 37.28 38.04  0.691
74 H 6.36 34.54 36.79  0.319
75 H 4.72 35.56 38.45  0.908
76 C 5.46 30.22 41.67  -0.788
77 C 4.25 30.88 41.13  0.353
78 C 2.91 30.18 41.51  0.040
79 C 2.91 28.79 42.35  0.084
80 C 4.22 28.29 43.01  -0.622
81 C 5.47 29.07 42.55  -0.338
82 N 1.61 28.30 42.69  0.854
83 O 1.61 27.69 43.76  -0.543
84 O 0.57 28.49 41.94  -0.569
85 H 6.40 30.48 41.52  0.593
86 H 4.10 31.90 40.40  -0.033
87 H 1.79 30.48 41.29  0.119
88 H 4.26 27.46 43.63  0.510
89 H 6.45 28.72 42.85  0.362
90 C 3.45 29.70 37.01  -0.886
91 C 3.31 31.25 37.38  0.070
92 C 4.06 32.20 36.57  -0.547
93 C 4.60 31.76 35.14  -0.351
94 C 4.66 30.30 34.80  -0.456
95 C 3.94 29.31 35.77  -0.351
96 N 5.25 32.84 34.36  1.058
97 O 5.99 32.46 33.35  -0.589
98 O 5.18 33.94 34.77  -0.504
99 H 2.86 29.01 37.62  0.375
100 H 2.96 31.50 38.37  0.152
101 H 4.04 33.07 36.70  1.251
102 H 5.43 30.03 33.87  0.273
103 H 3.92 28.26 35.66  0.465
104 C 0.54 37.50 34.60  0.075
105 O 0.76 38.46 33.81  -0.681
106 N 1.30 36.42 34.46  0.207
107 C 1.01 35.24 35.53  -1.143
108 C 2.47 36.23 33.73  -0.999
109 H -0.08 37.41 35.43  0.414
110 H 0.41 35.84 36.33  -0.156
111 H 1.85 34.69 35.93  0.132
112 H 0.57 34.45 35.14  1.163
113 H 2.22 36.49 32.72  0.456
114 H 2.90 35.11 33.75  0.110
115 H 3.22 36.80 33.85  0.447
116 C 0.34 38.17 42.11  0.126
117 O -0.53 38.99 41.70  -0.691
118 N 0.30 36.97 42.00  0.239
119 C 1.42 36.08 42.45  -0.590
120 C -0.93 36.12 41.52  -1.101
121 H 1.26 38.49 42.60  0.381
122 H 1.18 35.05 42.10  0.058
123 H 1.82 36.34 43.53  0.334
124 H 2.37 36.37 41.77  0.171
125 H -1.86 36.65 41.48  0.466
126 H -1.01 35.04 41.94  0.324
127 H -0.86 35.79 40.45  0.282

The highest occupied orbital energy comes out at -8.822 eV. As for the charge: 0. The frontier orbital gap comes out at 4.38 eV.

***

Which of these has the lowest charge?
C38H33N4P2PtS3Se

***

What is the charge in the third record?
0

***

What is the charge in the second record?
0